{"formula": "C18H16N2NiO3S2Se4", "method": "wB97M-V/def2-TZVPD", "homo_ev": [-1.03, -1.31], "total_charge": -2, "multiplicity": 3, "s2": 2.020, "symbols": ["Ni", "O", "N", "C", "C", "C", "C", "C", "S", "H", "H", "H", "H", "Se", "Se", "Se", "Se", "C", "C", "C", "C", "N", "C", "C", "H", "H", "H", "H", "H", "H", "H", "O", "C", "O", "C", "C", "C", "C", "S", "C", "C", "H", "H", "H", "H", "H"], "xyz": [[0.619, -1.466, -1.746], [-1.451, -1.748, -1.896], [-2.172, -1.242, -0.906], [-2.325, 0.104, -0.909], [-3.037, 0.766, 0.051], [-3.635, -0.001, 1.064], [-3.490, -1.359, 1.049], [-2.750, -2.055, 0.049], [-2.594, -3.723, 0.026], [-1.814, 0.574, -1.740], [-3.115, 1.843, 0.011], [-4.206, 0.473, 1.854], [-3.939, -1.981, 1.810], [3.136, -1.828, -1.932], [3.976, -2.338, 0.155], [2.459, -5.558, -1.620], [1.602, -3.650, -2.598], [-0.131, -2.351, 4.479], [0.124, -2.114, 3.019], [0.541, -3.127, 2.179], [0.736, -2.870, 0.830], [0.530, -1.664, 0.305], [0.152, -0.670, 1.115], [-0.061, -0.848, 2.462], [0.060, -3.389, 4.747], [-1.170, -2.120, 4.726], [0.505, -1.713, 5.095], [0.703, -4.130, 2.549], [1.051, -3.651, 0.149], [0.014, 0.302, 0.655], [-0.385, -0.011, 3.068], [1.840, 6.428, -1.414], [1.807, 5.277, -0.673], [2.041, 5.351, 0.507], [1.498, 4.037, -1.404], [0.914, 4.018, -2.677], [0.633, 2.831, -3.313], [0.919, 1.586, -2.717], [0.497, 0.135, -3.555], [1.523, 1.618, -1.444], [1.791, 2.807, -0.803], [1.747, 6.195, -2.344], [0.623, 4.936, -3.183], [0.161, 2.840, -4.288], [1.820, 0.688, -0.970], [2.253, 2.798, 0.176]], "atomic_forces_ev_per_a": [[-0.3, -0.4, 0.1], [0.3, -0.3, 0.1], [0.0, 0.2, 0.0], [0.0, 0.0, 0.0], [0.0, 0.0, 0.0], [0.0, -0.1, 0.0], [0.0, 0.1, 0.0], [0.0, 0.1, 0.0], [0.0, -0.1, 0.0], [0.0, 0.0, 0.0], [0.0, 0.0, 0.0], [0.0, 0.0, 0.0], [0.0, 0.0, 0.0], [0.0, 0.0, 0.2], [0.0, 0.1, -0.3], [-0.3, 0.3, 0.1], [0.4, 0.0, -0.1], [0.0, 0.0, 0.0], [0.0, 0.0, 0.0], [0.0, 0.0, 0.0], [0.0, 0.0, -0.1], [-0.1, 0.0, -0.2], [0.1, 0.0, 0.0], [0.0, 0.0, 0.0], [0.0, 0.0, 0.0], [0.0, 0.0, 0.0], [0.0, 0.0, 0.0], [0.0, 0.0, 0.0], [0.0, 0.0, 0.1], [0.0, 0.0, 0.0], [0.0, 0.0, 0.0], [0.0, 0.0, 0.0], [0.1, 0.0, 0.1], [0.0, 0.0, 0.0], [0.0, -0.1, 0.0], [0.0, 0.0, 0.1], [0.0, 0.1, 0.0], [0.0, 0.0, -0.1], [0.0, -0.1, 0.1], [0.0, 0.0, 0.1], [0.0, 0.1, -0.1], [0.0, 0.0, 0.0], [0.0, 0.0, 0.0], [0.0, 0.0, 0.0], [0.0, 0.0, 0.0], [0.0, 0.0, 0.0]]}